No. 1
ORCA calculation (the ωB97M-V functional and the def2-TZVPD basis) on ClH2NO2S2 in the gas phase.

Results
LUMO energy	-0.59	eV
orbital gap	0.352	Eh
highest occupied orbital energy	-10.177	eV

The geometry in ORCA input format:
```
! wB97M-V def2-TZVPD RIJCOSX def2/J DEFGRID3
* xyz 0 1
N -1.37679 -1.14845 -1.48582
O 0.12100 -0.21901 0.80008
O 2.57518 -0.12394 0.63760
S -1.35955 -0.21837 -0.25415
S 1.49060 0.33887 1.44556
Cl 1.37163 2.42000 1.04071
H -1.94163 -1.96894 -1.31558
H -0.88045 0.91983 -0.86840
*
```


No. 2
ORCA calculation (the ωB97M-V functional and the def2-TZVPD basis) on a molecular structure, ClH2NO2S2.

Results
LUMO energy	-0.04	eV
orbital gap	0.353	Eh
highest occupied orbital energy	-9.658	eV

The geometry in ORCA input format:
```
! wB97M-V def2-TZVPD RIJCOSX def2/J DEFGRID3
* xyz 0 1
N 0.67739 -0.69943 -0.14675
O -1.21364 0.75855 -1.38085
O -0.88663 0.78152 1.16611
S 1.78910 0.61634 0.00305
S -0.92489 0.11995 -0.13299
Cl -2.08455 -1.48484 0.12959
H 0.85967 -1.09672 -1.02336
H 1.78355 1.00461 1.38519
*
```


No. 3
ORCA calculation (the ωB97M-V functional and the def2-TZVPD basis) on 2 unconnected molecules or ions with the total composition ClH2NO3S.

Results
LUMO energy (alpha / beta)	-0.79 / -0.79	eV
orbital gap (alpha / beta)	0.331 / 0.331	Eh
highest occupied orbital energy (alpha / beta)	-9.796 / -9.795	eV

The geometry in ORCA input format:
```
! wB97M-V def2-TZVPD RIJCOSX def2/J DEFGRID3
* xyz 0 1
N -1.61778 1.49145 0.07537
O 1.07287 1.09122 -0.84806
O 1.10898 -1.22552 -0.07162
O -1.03446 1.07213 1.02178
S 1.44568 0.36847 0.25571
Cl 3.69379 0.23401 -0.07077
H -0.98736 1.64588 -0.85893
H 1.70183 -1.72797 0.54340
*
```


No. 4
ORCA calculation (the ωB97M-V functional and the def2-TZVPD basis) on ClH2NP2 in the gas phase.

Results
LUMO energy	-0.76	eV
SMILES string	N=P#[PH]Cl
orbital gap	0.286	Eh
highest occupied orbital energy	-8.540	eV

The geometry in ORCA input format:
```
! wB97M-V def2-TZVPD RIJCOSX def2/J DEFGRID3
* xyz 0 1
N -0.85308 -1.09415 -0.97637
P -1.17514 -0.08001 0.17623
P 0.86290 0.16877 1.11834
Cl 0.99898 2.14830 1.54476
H -1.31891 -1.56409 -1.72449
H 1.48525 0.42117 -0.13848
*
```


No. 5
ORCA calculation (the ωB97M-V functional and the def2-TZVPD basis) on 2 unconnected molecules or ions with the total composition ClH2NP2.

Results
LUMO energy (alpha / beta)	-2.59 / -2.02	eV
orbital gap (alpha / beta)	0.235 / 0.308	Eh
highest occupied orbital energy (alpha / beta)	-8.972 / -10.403	eV

The geometry in ORCA input format:
```
! wB97M-V def2-TZVPD RIJCOSX def2/J DEFGRID3
* xyz 0 1
N -0.14712 0.75020 -2.30069
P -0.13196 1.95147 -1.43087
P -0.50282 0.63445 0.29274
Cl 0.43720 1.83148 -4.59957
H 0.50122 -0.30684 0.30072
H -1.46250 -0.21504 -0.19320
*
```


No. 6
ORCA calculation (the ωB97M-V functional and the def2-TZVPD basis) on a molecular structure, ClH2Na2O5.

Results
LUMO energy	-4.91	eV
orbital gap	0.318	Eh
highest occupied orbital energy	-13.559	eV

The geometry in ORCA input format:
```
! wB97M-V def2-TZVPD RIJCOSX def2/J DEFGRID3
* xyz 1 1
Na -0.24649 -1.01826 -2.48004
Na -0.37980 -4.40570 1.55095
Cl 0.23424 -0.61800 0.78981
O -0.47634 -1.69760 1.40661
O 1.12304 -1.16464 -0.18643
O -0.72631 0.21374 0.18670
O 1.00670 0.06745 1.76963
O -0.25444 3.07313 -1.33990
H 0.22939 3.37419 -0.57082
H -0.51000 2.17569 -1.12651
*
```


Ordered strongest force on any atom results: 1.2, 3.8, 5.6, 2.3, 4.0, 3.2; unit eV Å⁻¹.